No. 1
The following is a quantum chemistry calculation of 2 unconnected molecules or ions with the total composition C2H6N2O2 at a distorted geometry, from OMol25.

Atoms and positions in Å:
1 H 0.165 -1.504 0.004
2 N 0.868 -1.293 0.736
3 C 1.397 -0.151 0.448
4 C 0.926 0.632 -0.740
5 N -0.132 0.249 -1.378
6 H -0.298 0.894 -2.165
7 H 2.195 0.311 1.049
8 H 1.522 1.520 -1.003
9 O -1.627 0.273 1.434
10 O -2.268 -0.343 0.277
11 H -1.142 -0.524 1.736
12 H -1.605 -0.064 -0.398

Results
SMILES = [H]/N=C\C=N\[H].OO
E_LUMO = -0.7481 eV
energy = -9242.4254 eV
F_max = 2.2 eV/Å
E_HOMO = -0.3816 Eh
net charge = 0



No. 2
The following is a quantum chemistry calculation of 2 unconnected molecules or ions with the total composition C2H6N2O2S at a distorted geometry, from OMol25.

Atoms and positions in Å:
1 C -0.425 0.053 -2.177
2 C 0.008 0.498 2.597
3 N -0.259 -1.185 -2.784
4 N -1.400 0.362 -1.402
5 O 0.968 -1.274 0.805
6 O 1.624 1.009 0.419
7 S 0.531 0.130 0.828
8 H 0.349 0.834 -2.421
9 H 0.875 0.023 3.272
10 H -0.089 1.578 2.551
11 H -0.903 -0.157 2.781
12 H 0.656 -1.379 -3.148
13 H -1.936 -0.492 -1.321

Results
E_LUMO (spin up / spin down) = -2.1047 / -1.9256 eV
energy = -20077.3463 eV
F_max = 3.3 eV/Å
E_HOMO (spin up / spin down) = -0.3951 / -0.3475 Eh
net charge = 0



No. 3
The following is a quantum chemistry calculation of C2H6N2O2S in the gas phase at a distorted geometry, from OMol25.

Atoms and positions in Å:
1 C -0.469 0.219 1.124
2 C -1.839 0.219 0.720
3 N 1.209 1.127 -0.713
4 N 0.517 -1.281 -0.989
5 O 2.111 -0.568 0.975
6 O -2.285 -0.154 -0.456
7 S 0.993 -0.336 0.128
8 H -0.200 0.318 2.169
9 H -2.533 0.495 1.491
10 H 2.179 1.338 -0.701
11 H 0.770 1.009 -1.609
12 H -1.558 -0.375 -1.025
13 H 1.106 -2.013 -1.114

Results
multiplicity = 3
E_LUMO (spin up / spin down) = 0.7013 / -1.9337 eV
energy = -20075.3147 eV
F_max = 5.3 eV/Å
<S²> = 2.007
E_HOMO (spin up / spin down) = -0.2070 / -0.3627 Eh
net charge = 0



No. 4
The following is a quantum chemistry calculation of 2 unconnected molecules or ions with the total composition C2H6N2O3 at a distorted geometry, from OMol25.

Atoms and positions in Å:
1 C -0.076 -1.753 -0.043
2 N 0.029 -0.349 -0.372
3 N 1.441 1.120 -0.685
4 C -0.938 0.504 -0.102
5 O 1.933 1.662 0.425
6 O -2.085 -0.014 0.440
7 O -0.770 1.741 -0.103
8 H 1.587 2.573 0.440
9 H -2.668 0.735 0.625
10 H 1.860 0.179 -0.721
11 H 0.675 -2.311 -0.606
12 H 0.070 -1.943 1.027
13 H -1.059 -2.144 -0.326

Results
E_LUMO (spin up / spin down) = -0.9036 / -0.8994 eV
energy = -11289.5062 eV
F_max = 3.0 eV/Å
E_HOMO (spin up / spin down) = -0.3306 / -0.3306 Eh
net charge = 0



No. 5
The following is a quantum chemistry calculation of 2 unconnected molecules or ions with the total composition C2H6N2O4 at a distorted geometry, from OMol25.

Atoms and positions in Å:
1 C -0.022 -0.396 -1.227
2 O 0.890 0.152 -0.418
3 C 0.675 0.682 0.804
4 N -0.618 0.984 1.034
5 O 1.517 0.674 1.632
6 H -0.481 -1.337 -0.787
7 H 0.460 -0.644 -2.278
8 H -0.757 0.318 -1.592
9 H -1.150 1.445 1.842
10 H -1.213 0.908 0.222
11 O 1.022 -3.305 1.345
12 N 1.349 -2.139 1.425
13 O 2.652 -1.898 1.748
14 H 2.608 -0.965 2.032

Results
SMILES = COC(N)=O.O=NO
E_LUMO = 0.5976 eV
energy = -13338.3683 eV
F_max = 4.4 eV/Å
E_HOMO = -0.3665 Eh
net charge = 0



No. 6
The following is a quantum chemistry calculation of C2H6N2OS in the gas phase at a distorted geometry, from OMol25.

Atoms and positions in Å:
1 N 0.904 0.896 -0.500
2 C -0.187 0.727 0.577
3 C -1.010 -0.299 0.056
4 S -2.747 -0.206 -0.118
5 N -0.315 -1.409 -0.290
6 O 1.015 -1.507 0.170
7 H 0.346 1.153 -1.337
8 H 1.529 1.714 -0.478
9 H -0.483 1.770 0.865
10 H 0.282 0.328 1.459
11 H -0.800 -2.344 -0.061
12 H 1.467 -0.822 -0.344

Results
SMILES = NCC(=S)NO
E_LUMO = 0.1189 eV
energy = -18031.5213 eV
F_max = 5.4 eV/Å
E_HOMO = -0.3134 Eh
net charge = 0



No. 7
The following is a quantum chemistry calculation of 2 unconnected molecules or ions with the total composition C2H6N2OS3, from OMol25.

Atoms and positions in Å:
1 N 0.364 -1.370 1.902
2 C -0.928 -1.153 1.540
3 N -1.121 -0.057 0.758
4 S -2.175 -2.149 2.018
5 H 0.509 -2.084 2.597
6 H 1.021 -0.602 1.900
7 H -0.356 0.313 0.215
8 H -2.042 0.037 0.360
9 O 0.180 1.784 -3.689
10 C 0.544 1.421 -2.607
11 S 1.564 -0.041 -2.470
12 S 0.057 2.351 -1.160
13 H 1.719 -0.062 -1.140
14 H 0.666 1.611 -0.224

Results
SMILES = NC(N)=S.O=C(S)S
E_LUMO = -0.2378 eV
energy = -39704.8820 eV
F_max = 0.5 eV/Å
E_HOMO = -0.3112 Eh
net charge = 0



No. 8
The following is a quantum chemistry calculation of a gas-phase ion, C2H6N2P (charge +1) at a distorted geometry, from OMol25.

Atoms and positions in Å:
1 C 0.545 -1.019 -0.437
2 N 0.728 -0.348 0.612
3 C 0.260 1.092 0.783
4 P -1.346 0.914 -0.554
5 N -0.662 -0.486 -1.242
6 H 1.132 -1.929 -0.843
7 H 1.570 -0.606 1.164
8 H -0.267 1.162 1.662
9 H 1.103 1.775 0.574
10 H -2.204 0.176 0.445
11 H -0.860 -0.732 -2.165

Results
SMILES = C1=[NH+]CPN1
E_LUMO = -4.5869 eV
energy = -14431.8513 eV
F_max = 7.1 eV/Å
E_HOMO = -0.5204 Eh
net charge = +1



No. 9
The following is a quantum chemistry calculation of C2H6N2P2 in the gas phase at a distorted geometry, from OMol25.

Atoms and positions in Å:
1 C -0.364 1.854 0.293
2 C 0.811 1.244 0.183
3 N -0.031 -1.182 1.265
4 N 0.330 -0.991 -1.397
5 P -2.490 -0.028 -0.071
6 P -0.425 -0.190 -0.100
7 H -0.865 2.758 0.546
8 H 1.748 1.667 -0.116
9 H 0.857 -1.443 1.542
10 H -0.726 -1.940 1.498
11 H -0.156 -0.605 -2.294
12 H 1.311 -1.143 -1.351

Results
E_LUMO = -0.6846 eV
energy = -23724.1772 eV
F_max = 4.4 eV/Å
E_HOMO = -0.2736 Eh
net charge = 0



No. 10
The following is a quantum chemistry calculation of C2H6N2S in the gas phase at a distorted geometry, from OMol25.

Atoms and positions in Å:
1 C 0.551 1.101 1.798
2 N 0.045 0.186 0.771
3 N -0.702 -0.904 1.066
4 C 0.473 0.400 -0.447
5 S -0.186 -0.404 -1.749
6 H 0.546 0.661 2.845
7 H 1.572 1.398 1.533
8 H -0.023 1.992 1.734
9 H -1.640 -0.960 0.688
10 H -0.248 -1.753 0.825
11 H 1.219 1.143 -0.600

Results
SMILES = CN(N)C=S
E_LUMO = 0.7744 eV
energy = -15985.2492 eV
F_max = 3.1 eV/Å
E_HOMO = -0.3035 Eh
net charge = 0



No. 11
The following is a quantum chemistry calculation of a molecular structure, C2H6N2S at a distorted geometry, from OMol25.

Atoms and positions in Å:
1 C -0.912 -0.590 0.246
2 C 0.304 -0.416 -0.601
3 H -2.201 -0.519 -0.483
4 H -0.671 0.201 1.216
5 H -0.981 -1.861 0.841
6 H 1.415 -1.030 -2.041
7 H 2.274 0.735 0.111
8 H -1.036 2.043 1.883
9 N 0.572 -1.349 -1.423
10 N 1.189 0.675 0.116
11 S 0.047 2.112 0.136

Results
E_LUMO = -1.2904 eV
energy = -15979.0236 eV
F_max = 5.0 eV/Å
E_HOMO = -0.3467 Eh
net charge = 0



No. 12
The following is a quantum chemistry calculation of 2 unconnected molecules or ions with the total composition C2H6N2S at a distorted geometry, from OMol25.

Atoms and positions in Å:
1 C 0.770 -1.308 0.248
2 C 0.114 -0.906 -1.050
3 N 1.133 -0.273 -0.663
4 N 1.843 0.761 -0.855
5 S -2.922 1.682 0.586
6 H 0.110 -1.191 1.064
7 H 1.513 -2.186 0.233
8 H -0.513 -1.165 -1.872
9 H -2.598 1.208 1.787
10 H 2.494 0.763 -0.072
11 H -1.943 2.614 0.594

Results
E_LUMO = 0.7577 eV
energy = -15981.9018 eV
F_max = 3.5 eV/Å
E_HOMO = -0.2942 Eh
net charge = 0



No. 13
The following is a quantum chemistry calculation of C2H6N2S in the gas phase at a distorted geometry, from OMol25.

Atoms and positions in Å:
1 C -2.201 0.756 0.195
2 N -1.761 -0.542 -0.275
3 N -0.394 -0.645 0.127
4 C 0.585 0.013 -0.405
5 S 2.150 0.149 0.103
6 H -1.728 1.615 -0.306
7 H -3.261 0.773 -0.149
8 H -2.065 0.830 1.280
9 H -2.360 -1.221 0.171
10 H -0.353 -1.181 0.981
11 H 0.150 0.492 -1.326

Results
SMILES = CNNC=S
E_LUMO = 0.7051 eV
energy = -15984.9694 eV
F_max = 4.0 eV/Å
E_HOMO = -0.3056 Eh
net charge = 0



No. 14
The following is a quantum chemistry calculation of C2H6N2S in the gas phase at a distorted geometry, from OMol25.

Atoms and positions in Å:
1 H 1.520 -1.354 0.701
2 N 0.386 -1.305 0.567
3 C 0.061 -0.311 -0.106
4 C 0.990 0.799 -0.887
5 N -1.289 -0.014 0.001
6 S -2.357 -0.798 1.139
7 H 0.600 1.053 -1.936
8 H 1.902 0.219 -0.828
9 H 1.193 1.609 -0.197
10 H -1.562 0.930 -0.696
11 H -1.443 -0.828 2.244

Results
SMILES = [H]/N=C(\C)NS
E_LUMO = 0.5795 eV
energy = -15984.3808 eV
F_max = 6.1 eV/Å
E_HOMO = -0.3057 Eh
net charge = 0



No. 15
The following is a quantum chemistry calculation of a molecular structure, C2H6N2S at a distorted geometry, from OMol25.

Atoms and positions in Å:
1 C 0.025 -0.494 1.471
2 C 0.472 -0.767 -0.892
3 H -0.235 0.805 1.332
4 H -1.223 -1.169 1.379
5 H 1.098 -0.902 2.181
6 H 0.690 -1.105 -1.898
7 H -0.965 0.272 -2.163
8 H 0.738 2.236 0.016
9 N 0.862 -0.981 0.275
10 N -0.673 0.209 -1.111
11 S -0.790 1.897 -0.590

Results
E_LUMO = 0.2352 eV
energy = -15980.5076 eV
F_max = 4.9 eV/Å
E_HOMO = -0.3225 Eh
net charge = 0



No. 16
The following is a quantum chemistry calculation of a molecular structure, C2H6N2S at a distorted geometry, from OMol25.

Atoms and positions in Å:
1 C -1.360 -0.180 -1.000
2 C 0.864 -0.538 -0.384
3 H -2.339 -0.994 -0.443
4 H -1.131 0.864 0.159
5 H -1.670 0.284 -2.315
6 H 1.654 -0.897 -0.834
7 H 2.454 0.746 0.501
8 H 0.271 0.454 3.105
9 N -0.161 -0.841 -1.153
10 N 1.243 0.081 0.706
11 S 0.175 1.020 1.659

Results
E_LUMO = -0.4101 eV
energy = -15978.5242 eV
F_max = 6.9 eV/Å
E_HOMO = -0.3038 Eh
net charge = 0



No. 17
The following is a quantum chemistry calculation of 2 unconnected molecules or ions with the total composition C2H6N3 at a distorted geometry, from OMol25.

Atoms and positions in Å:
1 C 0.047 -1.561 -2.009
2 C 0.126 1.767 1.611
3 N -0.653 -0.536 -1.461
4 N 0.639 0.924 0.691
5 N -0.932 0.292 -0.795
6 H 0.102 -1.331 -3.099
7 H -0.624 -2.455 -1.936
8 H 1.034 -1.824 -1.534
9 H -0.049 1.261 2.735
10 H -0.934 2.098 1.291
11 H 0.794 2.597 1.851

Results
E_LUMO (spin up / spin down) = -5.4284 / -6.0940 eV
energy = -6628.4690 eV
F_max = 4.2 eV/Å
E_HOMO (spin up / spin down) = -0.5079 / -0.5079 Eh
net charge = +1



No. 18
The following is a quantum chemistry calculation of a gas-phase ion, C2H6N3 (charge +1) at a distorted geometry, from OMol25.

Atoms and positions in Å:
1 C -1.505 -0.295 -0.423
2 C 2.044 0.090 -0.109
3 N 0.716 0.514 -0.235
4 N -0.203 -0.316 -0.037
5 N -2.488 0.266 0.149
6 H 2.576 0.839 0.482
7 H 2.156 -0.912 0.325
8 H 2.509 0.119 -1.099
9 H 0.048 -1.304 0.209
10 H -2.443 0.817 1.013
11 H -3.410 0.182 -0.276

Results
E_LUMO (spin up / spin down) = -5.5093 / -5.5074 eV
energy = -6630.9813 eV
F_max = 2.5 eV/Å
E_HOMO (spin up / spin down) = -0.5263 / -0.5264 Eh
net charge = +1



No. 19
The following is a quantum chemistry calculation of 2 unconnected molecules or ions with the total composition C2H6N3O at a distorted geometry, from OMol25.

Atoms and positions in Å:
1 C 1.407 -0.921 0.627
2 C 1.606 1.140 0.015
3 N 2.524 -0.822 -0.159
4 N 0.839 0.236 0.751
5 N -1.197 -0.563 -0.446
6 O 2.670 0.324 -0.543
7 H 0.982 -1.826 0.811
8 H 1.002 1.675 -0.899
9 H 2.002 1.779 0.825
10 H -1.560 -1.339 -1.123
11 H -1.089 0.403 -0.697
12 H -1.498 -0.718 0.510

Results
E_LUMO = -7.7784 eV
energy = -8676.8214 eV
F_max = 3.3 eV/Å
E_HOMO = -0.5153 Eh
net charge = +1



No. 20
The following is a quantum chemistry calculation of 2 unconnected molecules or ions with the total composition C2H6N3O at a distorted geometry, from OMol25.

Atoms and positions in Å:
1 C 1.456 -0.936 0.934
2 C 1.271 0.975 0.021
3 N 2.290 -0.988 -0.181
4 N 0.824 0.159 1.003
5 N -2.877 0.036 -0.659
6 O 2.236 0.155 -0.692
7 H 1.426 -1.795 1.611
8 H 0.427 1.011 -0.693
9 H 1.559 2.088 0.161
10 H -3.775 -0.186 -0.194
11 H -2.080 0.236 0.027
12 H -2.759 -0.754 -1.338

Results
E_LUMO = -8.5537 eV
energy = -8677.0069 eV
F_max = 2.6 eV/Å
E_HOMO = -0.4767 Eh
net charge = +1